DFT (wB97M-V/def2-TZVPD) results for C2H6N4S in the gas phase in a non-equilibrium geometry.

Its structure (SMILES) is [H]/N=C\NNC(N)=S. The HOMO energy is -8.8 eV. The electronic energy comes out at -696.9013 a.u.

Last column: Mulliken charge in e.
Element x y z (Å)
1 C -1.17307 -0.10142 -0.07008  0.337
2 H 0.05929 0.94332 -1.47310  0.221
3 S -1.28908 -1.67441 0.58542  -0.304
4 C 1.66901 -0.76152 0.42957  0.014
5 N -2.16161 0.94959 0.00396  -0.503
6 H 1.31725 1.11906 1.07913  0.266
7 N 1.08469 -0.54024 -0.96255  -0.542
8 N 1.80592 0.13947 1.34566  -0.526
9 H 0.82768 -1.50349 -1.31545  0.299
10 H -1.60925 1.78599 -0.42144  0.265
11 H 2.43332 -1.74003 0.64714  0.253
12 H -2.92347 1.08417 0.93220  0.321
13 N -0.04070 0.29950 -0.78045  -0.102

***

DFT (wB97M-V/def2-TZVPD) results for C2H6ClOP in the gas phase in a non-equilibrium geometry.

Its structure (SMILES) is CP(C)OCl. The HOMO energy is -9.6 eV. The electronic energy comes out at -956.5082 a.u.

Last column: Mulliken charge in e.
Element x y z (Å)
1 H -0.65117 -2.24812 0.41433  0.366
2 H -0.44235 1.71069 -0.75177  0.242
3 H -0.20761 2.37554 0.90121  0.326
4 P 0.56079 -0.08076 0.77017  0.283
5 C -0.53573 -1.28893 -0.10029  -0.962
6 O 1.54706 -0.08574 -0.65321  -0.279
7 H -0.18293 -1.69192 -1.10962  0.279
8 C -0.41822 1.43818 0.33268  -0.826
9 H -1.35044 1.01239 0.80559  0.261
10 H -1.55128 -1.01735 -0.36521  0.336
11 Cl 3.23187 -0.12398 -0.24389  -0.027

***

Sequential molar mass output: 118.16, 112.50 g mol⁻¹
Sequential ΔE to the lowest compared entry with this formula, charge and spin output: 327.5, 336.9 kJ/mol
Sequential lowest unoccupied orbital energy output: 0.011, 0.005 Eh